Record 1
A structure of composition C41H49N3OS2Ti. Source: OMol25; level of theory: wB97M-V/def2-TZVPD.

For the energy above the lowest of the compared OMol25 structures with the same formula, charge and spin, the calculation gives 0.00 kcal/mol. As for the charge: -2. The highest occupied orbital energy (alpha / beta) is -0.23 / -0.23 eV. For the maximum force, the calculation gives 0.0104 hartree/bohr. Its lowest unoccupied orbital energy (alpha / beta) is 4.37 / 4.37 eV. The frontier orbital gap (alpha / beta) comes out at 4.60 / 4.60 eV. As for the energy: -3477.1825 Ha. As for the spin multiplicity: 3.

Cartesian coordinates (Å):
Ti 0.10458 -0.32628 -0.54390
C 0.19893 1.15003 3.99854
C -0.70039 -0.03904 3.76997
C -1.66648 -0.27014 4.74571
C -2.59511 -1.29027 4.63857
C -2.53379 -2.11611 3.52638
C -1.57345 -1.93167 2.54295
C -1.48480 -2.89846 1.40509
C -0.63505 -0.87029 2.61939
N 0.28213 -0.72346 1.57574
C 1.65143 -0.78653 1.93475
C 2.06898 -1.34604 3.27595
C 2.58474 -0.50224 0.99725
C 4.05033 -0.38934 1.36091
N 2.17041 -0.16399 -0.30505
C 3.04282 -0.48557 -1.33863
C 3.71653 -1.72633 -1.42277
C 3.47302 -2.83485 -0.43147
C 4.58011 -1.98392 -2.48233
C 4.78613 -1.06591 -3.49893
C 4.10789 0.14396 -3.43622
C 3.26028 0.44815 -2.38134
C 2.60562 1.79356 -2.32298
H 0.57551 1.14196 5.02570
H -0.35202 2.08285 3.85901
H 1.04323 1.17255 3.32151
H -1.69073 0.39250 5.60650
H -3.34245 -1.44588 5.40810
H -3.23223 -2.94034 3.42071
H -2.17864 -3.73089 1.55023
H -0.46524 -3.27525 1.31489
H -1.69176 -2.42973 0.44273
H 1.32779 -2.07076 3.62369
H 2.18234 -0.60980 4.07893
H 3.02145 -1.87076 3.18875
H 4.20864 0.34371 2.15863
H 4.63033 -0.06353 0.49698
H 4.48869 -1.33175 1.70600
H 2.52307 -2.70017 0.08156
H 4.26614 -2.88938 0.32120
H 3.45198 -3.79467 -0.95302
H 5.06833 -2.95461 -2.52250
H 5.44856 -1.29066 -4.32683
H 4.24817 0.88539 -4.21723
H 3.08898 2.48456 -3.01873
H 2.66499 2.18452 -1.30619
H 1.53929 1.74032 -2.55513
S -0.66543 0.10983 -3.39082
C -2.07752 -0.04832 -2.48693
N -2.14367 -0.23172 -1.18409
C -3.44086 -0.22619 -0.71703
C -3.81114 -0.28826 0.62587
C -5.15389 -0.28441 0.95943
C -6.13864 -0.20554 -0.02744
C -5.78343 -0.11069 -1.36588
C -4.43708 -0.11104 -1.70352
S -3.67816 0.05231 -3.25457
H -3.04938 -0.33082 1.39131
H -5.43481 -0.33835 2.00451
H -7.18604 -0.20806 0.25147
H -6.54155 -0.02872 -2.13590
C 1.12385 2.96044 1.03416
C -0.25789 2.94156 0.36805
C -1.32572 2.63511 1.43009
C -0.32616 1.81377 -0.65175
C -0.50314 4.29166 -0.30058
C -1.56606 5.13308 0.02062
C -1.77302 6.33310 -0.65371
C -0.91654 6.72802 -1.66821
C 0.15192 5.90149 -2.00150
C 0.35005 4.70915 -1.32870
H 1.88618 3.32548 0.34553
H 1.40299 1.94481 1.30525
H 1.13642 3.59926 1.92451
H -1.11629 1.65532 1.85901
H -2.32031 2.58365 0.98053
H -1.33910 3.37880 2.23757
H -0.94234 2.14733 -1.49901
H -2.25505 4.84935 0.80436
H -2.61741 6.95761 -0.38197
H -1.07940 7.65887 -2.19879
H 0.82711 6.18161 -2.80231
H 1.16714 4.06300 -1.61941
C 0.87930 -3.23141 -3.14703
C -0.11955 -3.23084 -1.98315
C 0.10122 -4.49025 -1.12915
C -1.54858 -3.29033 -2.54549
O 0.06808 -2.09836 -1.19461
H 0.74622 -4.12392 -3.76894
H 1.90329 -3.21175 -2.77320
H 0.72949 -2.34552 -3.76152
H 0.14300 -5.38333 -1.76044
H -0.71271 -4.61676 -0.41375
H 1.03477 -4.40827 -0.57614
H -1.72649 -4.25238 -3.03909
H -1.70792 -2.49763 -3.27273
H -2.27504 -3.17716 -1.73794


Record 2
A structure of composition C41H50BrN6O6PSeTl at a distorted geometry. Source: OMol25; level of theory: wB97M-V/def2-TZVPD.

As for the charge: -1. The highest occupied orbital energy (alpha / beta) is -4.53 / -4.53 eV. For the maximum force, the calculation gives 0.0416 hartree/bohr. Its lowest unoccupied orbital energy (alpha / beta) is -0.21 / -0.21 eV. The frontier orbital gap (alpha / beta) comes out at 4.31 / 4.31 eV. As for the energy: -7861.6750 Ha. As for the spin multiplicity: 1.

Cartesian coordinates (Å):
Tl -0.92900 1.03125 1.23247
O -4.77690 3.70625 0.26137
C -3.87940 2.94045 0.60827
O -2.94180 2.46545 -0.04913
C -3.91340 2.52335 2.11187
C -4.52630 3.33505 3.05857
C -4.49640 2.93195 4.38417
C -3.90370 1.72255 4.71147
C -3.31570 0.98195 3.69587
N -3.31590 1.39185 2.44287
C -2.58630 -0.36715 4.02107
O -2.98920 -0.92475 5.03947
O -1.70020 -0.69495 3.22247
H -4.99020 4.25575 2.74297
H -4.91090 3.56455 5.15537
H -3.86660 1.35375 5.72357
O 2.56480 -0.38035 1.90947
C 3.40050 0.73855 1.91537
C 3.13280 1.68735 0.77537
C 4.15360 2.45695 0.21797
C 3.84630 3.30145 -0.83503
C 2.54190 3.33745 -1.30563
C 1.60250 2.51835 -0.69793
N 1.88900 1.72995 0.32187
H 1.64690 -0.06345 1.90617
H 4.42580 0.36255 1.84797
H 3.30210 1.29615 2.86227
H 5.16150 2.38255 0.59747
H 4.61470 3.90505 -1.29543
H 2.26520 3.97525 -2.13053
H 0.58050 2.46965 -1.04643
Br -1.54730 4.46995 6.39107
C -0.34730 3.19485 5.65477
C 0.52410 2.50555 6.44207
C 1.27990 1.48885 5.85627
C 0.99560 1.14825 4.53447
N 0.18580 1.79405 3.74147
C -0.39900 2.99365 4.19657
H 0.58620 2.71245 7.50167
H 1.98730 0.92855 6.44727
H 1.41470 0.24095 4.12007
H -1.40820 3.08755 3.77217
Se 0.88780 5.64985 4.59077
N 0.84950 6.68765 3.17297
C 0.40680 6.01105 2.11007
C 0.19920 6.54105 0.82727
C -0.38740 5.72665 -0.11793
C -0.73430 4.41575 0.20647
N -0.50770 3.87195 1.39397
C 0.05070 4.63735 2.31327
N 0.33290 4.19475 3.56577
H 0.45620 7.56895 0.62867
H -0.61710 6.10625 -1.10103
H -1.26000 3.77975 -0.48723
O -0.58700 -0.49415 -1.23053
P 0.05350 -1.57305 -1.99773
C 1.71500 -0.81905 -2.52873
C 2.33110 -1.09525 -3.89473
C 3.06000 -2.43305 -3.94383
C 4.20320 -2.41855 -2.93653
C 3.62540 -2.20995 -1.54143
C 2.80150 -0.92495 -1.45803
C 0.36630 -2.97725 -0.78763
C -0.62300 -2.95095 0.37657
C -1.83800 -3.84145 0.17777
C -1.39480 -5.26865 -0.12003
C -0.56570 -5.28715 -1.39713
C 0.66030 -4.38635 -1.29403
C -0.93390 -1.69835 -3.60943
C -0.53530 -2.60565 -4.77803
C -1.30800 -3.91635 -4.91283
C -2.80930 -3.70065 -4.78253
C -3.09840 -3.06775 -3.42703
C -2.44060 -1.69625 -3.33533
H 1.36980 0.22515 -2.53063
H 3.06290 -0.30315 -4.08323
H 1.58450 -1.01945 -4.68373
H 3.44150 -2.61615 -4.95203
H 2.37340 -3.24305 -3.68763
H 4.89240 -1.60545 -3.17833
H 4.75510 -3.36065 -2.97503
H 4.42560 -2.15655 -0.80123
H 3.01210 -3.07635 -1.29813
H 3.48270 -0.07865 -1.58493
H 2.35850 -0.82045 -0.46573
H 1.29000 -2.56955 -0.36463
H -0.94560 -1.92435 0.55897
H -0.09620 -3.28345 1.27407
H -2.44540 -3.45905 -0.64243
H -2.44570 -3.81025 1.08257
H -2.26050 -5.92615 -0.23513
H -0.79750 -5.64205 0.71387
H -1.19850 -4.95015 -2.21583
H -0.23840 -6.30635 -1.62533
H 1.15100 -4.34485 -2.26883
H 1.36080 -4.85205 -0.59413
H -0.68980 -0.66615 -3.91043
H 0.52400 -2.84725 -4.73303
H -0.70460 -2.03275 -5.69533
H -0.97910 -4.62445 -4.15263
H -1.07330 -4.35375 -5.88783
H -3.33420 -4.65475 -4.88213
H -3.15900 -3.03735 -5.57873
H -2.72160 -3.72535 -2.64413
H -4.17500 -2.95865 -3.27743
H -2.61380 -1.25305 -2.35263
H -2.92310 -1.04925 -4.07373


Record 3
A structure of composition C41H51CrN5O3Sb at a distorted geometry. Source: OMol25; level of theory: wB97M-V/def2-TZVPD.

For the energy above the lowest of the compared OMol25 structures with the same formula, charge and spin, the calculation gives 44.59 kcal/mol. As for the charge: +2. The highest occupied orbital energy (alpha / beta) is -12.00 / -12.00 eV. For the maximum force, the calculation gives 0.0223 hartree/bohr. Its lowest unoccupied orbital energy (alpha / beta) is -5.22 / -9.30 eV. The frontier orbital gap (alpha / beta) comes out at 6.78 / 2.70 eV. As for the energy: -3376.6721 Ha. As for the spin multiplicity: 2.

Cartesian coordinates (Å):
Cr -0.01605 -0.08998 -0.07211
C 1.79372 -0.63271 3.82039
C 2.36842 0.60774 4.05388
C 2.21841 1.60993 3.11045
C 1.49793 1.35199 1.95181
N 0.94902 0.14429 1.73078
C 1.09072 -0.82348 2.64720
C 1.28582 2.34535 0.87506
C 1.65870 3.67323 1.00580
C 1.43219 4.55259 -0.03967
C 0.82762 4.07376 -1.18650
C 0.46398 2.74109 -1.24298
N 0.68797 1.87617 -0.24411
H 1.89648 -1.44633 4.52512
H 2.93938 0.79089 4.95450
H 2.67369 2.57544 3.27105
H 0.62071 -1.76922 2.40692
H 2.12087 4.02442 1.91603
H 1.72183 5.59113 0.04494
H 0.63150 4.70919 -2.03809
H -0.00551 2.36185 -2.13831
C -0.20002 2.99734 -7.80592
C 0.58155 1.74327 -7.44977
N -0.15442 0.85972 -6.53304
C -0.69639 -0.38197 -7.08449
C -1.81684 -0.15276 -8.08586
C -0.14747 1.18622 -5.23321
O 0.47697 2.13819 -4.77003
C -0.96798 0.39976 -4.24077
C -2.31705 0.10053 -4.35782
C -2.98907 -0.40884 -3.25477
C -2.30653 -0.57108 -2.06656
N -1.00189 -0.28007 -1.93954
C -0.35875 0.16852 -3.02065
H 0.40117 3.63966 -8.44921
H -0.44520 3.55870 -6.90491
H -1.12353 2.75816 -8.33285
H 1.52329 2.01225 -6.97326
H 0.81103 1.15539 -8.33845
H -1.03663 -1.01129 -6.26480
H 0.12681 -0.91908 -7.56262
H -2.64028 0.40939 -7.64184
H -2.20240 -1.10956 -8.43752
H -1.46603 0.40117 -8.95619
H -2.84462 0.28366 -5.28553
H -4.04137 -0.64952 -3.30370
H -2.81244 -0.93156 -1.18298
H 0.69061 0.40516 -2.90224
C 3.67381 -2.86723 -3.14563
C 2.82448 -1.61781 -2.93210
Sb 2.30063 -1.22652 -0.88871
C 2.63225 -3.12666 0.02810
C 1.46259 -4.08741 -0.16748
C 4.01547 -0.16059 -0.18105
C 5.35271 -0.83837 -0.46466
H 3.91739 -2.98229 -4.20265
H 3.14791 -3.76978 -2.83266
H 4.61443 -2.82385 -2.59692
H 1.89018 -1.68822 -3.49152
H 3.33874 -0.72073 -3.28468
H 2.82275 -2.93168 1.08600
H 3.55481 -3.53097 -0.38899
H 0.53192 -3.68039 0.23089
H 1.65612 -5.03944 0.32829
H 1.29766 -4.30343 -1.22523
H 3.86062 -0.03072 0.89385
H 3.97878 0.83541 -0.62837
H 5.40539 -1.83305 -0.02013
H 6.17845 -0.25382 -0.05674
H 5.52919 -0.94057 -1.53594
C -0.98824 0.12178 8.31254
C -1.38360 0.92541 7.11995
C -1.47461 2.31488 7.22403
C -1.83609 3.06545 6.13001
C -2.16686 2.43505 4.91971
C -2.11405 1.04531 4.78754
N -2.44036 0.50160 3.55548
C -3.15001 -0.68729 3.32454
C -4.10238 -1.15268 4.22711
C -4.77574 -2.33627 3.97282
C -4.50905 -3.06885 2.82226
C -3.56592 -2.60630 1.91837
C -2.89586 -1.41380 2.15466
C -1.88234 -0.91047 1.20092
O -1.78407 0.32891 0.93898
O -1.03966 -1.69211 0.66438
C -1.65041 0.27032 5.87034
C -1.37213 -1.19100 5.74063
H -0.95799 0.73843 9.20713
H 0.00302 -0.32028 8.17391
H -1.67769 -0.70858 8.47947
H -1.26140 2.79251 8.17053
H -1.90332 4.14295 6.20173
H -2.49925 3.03036 4.07736
H -2.31130 1.08509 2.74036
H -4.32511 -0.57248 5.11426
H -5.52433 -2.68404 4.67232
H -5.03984 -3.99065 2.62949
H -3.33888 -3.17252 1.02370
H -2.23076 -1.79467 6.05216
H -0.53189 -1.48381 6.36749
H -1.15610 -1.46281 4.70850


Record 4
A structure of composition C41H51LiN4O8P4. Source: OMol25; level of theory: wB97M-V/def2-TZVPD.

For the energy above the lowest of the compared OMol25 structures with the same formula, charge and spin, the calculation gives 6.97 kcal/mol. As for the charge: -2. The highest occupied orbital energy is -0.20 eV. For the maximum force, the calculation gives 0.0139 hartree/bohr. Its lowest unoccupied orbital energy is 3.40 eV. The frontier orbital gap comes out at 3.60 eV. As for the energy: -3787.1694 Ha. As for the spin multiplicity: 1.

Cartesian coordinates (Å):
Li 0.67315 -0.50549 1.61727
C 4.66783 -0.14510 0.52569
P 3.23417 0.10513 -0.59968
C 3.91056 1.68397 -1.38545
N 5.11289 1.69292 -1.89706
C 5.57733 2.84182 -2.46047
C 6.86288 2.86246 -3.05042
C 7.32544 4.00429 -3.64026
C 6.52790 5.17375 -3.66085
C 5.28993 5.17636 -3.08372
C 4.79457 4.00320 -2.46767
N 3.57535 4.02038 -1.86417
C 3.12850 2.91448 -1.32804
P 1.53595 2.97695 -0.34470
C 1.59990 4.76294 0.11728
C 0.26906 2.97500 -1.72603
C -1.08118 3.25427 -1.05368
C 0.50873 3.98778 -2.84097
C 0.26534 1.55962 -2.31510
C 3.45691 -1.23649 -1.93236
C 2.03304 -1.51071 -2.43905
C 4.36201 -0.93788 -3.12487
C 3.98000 -2.50477 -1.25030
H 5.62038 -0.16554 -0.00770
H 4.51073 -1.07111 1.07991
H 4.67359 0.67767 1.24371
H 7.44746 1.95101 -3.02291
H 8.30701 4.01907 -4.09783
H 6.90714 6.07064 -4.13548
H 4.65912 6.05673 -3.07658
H 2.42532 4.89909 0.81867
H 0.67539 5.00634 0.64194
H 1.74306 5.43543 -0.72711
H -1.14404 4.28935 -0.70215
H -1.26324 2.57152 -0.22157
H -1.88363 3.09589 -1.78026
H 0.57345 5.01285 -2.46639
H -0.33551 3.93920 -3.53728
H 1.42222 3.77494 -3.40087
H 0.09315 0.80528 -1.54422
H 1.21512 1.35098 -2.82380
H -0.53823 1.47288 -3.05455
H 1.61990 -0.64138 -2.95893
H 1.36099 -1.75892 -1.61324
H 2.04893 -2.35008 -3.14482
H 3.97928 -0.11798 -3.73677
H 4.40418 -1.83557 -3.75463
H 5.37477 -0.68156 -2.82005
H 3.43184 -2.74915 -0.34457
H 5.03723 -2.41323 -0.99152
H 3.87640 -3.34405 -1.94723
C 0.08259 -4.26425 3.85795
C 1.12319 -3.17223 3.64148
O 2.20749 -3.36303 4.58315
P 0.49277 -1.51620 4.12160
O 0.49550 -1.63466 5.72520
O -1.01155 -1.33490 3.77693
O 1.28520 -0.38586 3.58877
P 1.91797 -3.22740 1.93077
O 1.08735 -4.33309 1.11569
O 3.28933 -3.74219 2.23987
O 1.74204 -1.92027 1.21186
H -0.23247 -4.26803 4.90399
H 0.52303 -5.23126 3.61397
H -0.79677 -4.12578 3.22833
H 2.97767 -3.56098 4.00389
H 1.35746 -1.99999 5.98301
H -1.70204 -2.02895 3.64233
H 0.50923 -3.89251 0.44573
N -5.20203 -2.63349 1.95631
C -3.83995 -2.74280 1.98202
O -3.24514 -2.82581 3.05453
C -3.14892 -2.92581 0.68134
C -3.80897 -3.18121 -0.50952
C -3.06811 -3.42641 -1.65594
C -1.68775 -3.44089 -1.56011
N -1.03283 -3.17134 -0.43330
C -1.75212 -2.86416 0.64402
H -5.55179 -2.26920 2.83321
H -5.56178 -2.11636 1.16447
H -4.89048 -3.20249 -0.55770
H -3.55588 -3.61076 -2.60343
H -1.07467 -3.67926 -2.42405
H -1.20519 -2.63024 1.54663
C -1.17438 0.06112 0.92107
C -2.40287 0.16254 0.96733
C -3.83543 0.21004 1.02517
C -4.54857 0.10271 -0.21809
C -3.83571 -0.25238 -1.40421
C -4.45162 -0.40540 -2.62809
C -5.82585 -0.20900 -2.78770
C -6.54354 0.18629 -1.66456
C -5.93924 0.34397 -0.42533
C -4.42510 0.49512 2.32262
C -3.57854 0.89765 3.39081
C -4.05179 1.13629 4.66374
C -5.40390 0.98299 4.97861
C -6.25460 0.56135 3.96890
C -5.78655 0.31993 2.68121
H -2.76566 -0.39815 -1.31283
H -3.84406 -0.68604 -3.48455
H -6.30763 -0.33411 -3.75029
H -7.60531 0.39990 -1.75353
H -6.54463 0.73827 0.37584
H -2.52098 0.99072 3.17967
H -3.34885 1.43819 5.43345
H -5.77287 1.17045 5.98009
H -7.30861 0.40377 4.18022
H -6.49836 -0.04957 1.95827